1.
DFT (ωB97M-V with the def2-TZVPD basis set) results for a single C3H9N3S molecule.

```
16
Properties=species:S:1:pos:R:3:nbo_charge:R:1
C -2.04 -0.74 0.26 -0.4138
C 0.37 -0.70 -0.25 0.5535
C 0.74 1.66 0.26 -0.4212
H -2.18 0.29 -0.07 0.1927
H -2.91 -1.34 0.04 0.2102
H -1.96 -0.71 1.37 0.1797
H -0.75 -2.33 -0.14 0.3930
H -0.39 0.82 -1.29 0.3840
H 0.89 2.60 -0.26 0.2049
H -0.05 1.83 1.02 0.1776
H 1.65 1.42 0.82 0.2220
H 2.77 0.15 -0.89 0.0959
N -0.87 -1.35 -0.38 -0.6206
N 0.41 0.62 -0.70 -0.6513
N 1.36 -1.40 0.17 -0.6649
S 2.96 -0.84 0.03 0.1583
```

Relative energy (zero: lowest compared OMol25 entry of this formula, charge and spin) in kJ/mol: 85.2
LUMO energy in eV: 0.824
Multiplicity: 1
Total charge: 0
SMILES string: CNC(=NS)NC
HOMO-LUMO gap in eV: 8.74


2.
DFT (ωB97M-V with the def2-TZVPD basis set) results for 2 unconnected molecules or ions with the total composition C3H9N4.

```
16
Properties=species:S:1:pos:R:3:nbo_charge:R:1
C -0.77 0.98 -0.36 0.3109
C 0.40 -0.08 1.16 0.1835
C -1.64 1.43 0.73 -0.7561
N 1.39 -1.33 2.86 -0.3757
N 0.90 -0.94 1.85 0.0451
N 0.26 0.22 -0.12 -0.5007
N 0.85 -0.75 -2.36 -1.0693
H -1.05 1.07 -1.40 0.2221
H 1.41 -1.57 -2.11 0.4019
H -1.05 2.23 1.33 0.3031
H -1.56 0.75 1.61 0.3019
H -2.58 1.87 0.37 0.2736
H 1.28 -2.28 3.17 0.3813
H 1.45 -0.42 -3.11 0.4124
H 0.85 -0.21 -0.97 0.4537
H -0.14 -0.98 -2.66 0.4123
```

Relative energy (zero: lowest compared OMol25 entry of this formula, charge and spin) in kJ/mol: 519.1
LUMO energy (alpha / beta) in eV: -4.904 / -4.903
Multiplicity: 1
Total charge: +1
HOMO-LUMO gap (alpha / beta) in eV: 7.80 / 7.81


3.
DFT (ωB97M-V with the def2-TZVPD basis set) results for a molecular structure, C3H9N4.

```
16
Properties=species:S:1:pos:R:3:nbo_charge:R:1
C 2.38 0.02 0.00 0.7773
C 0.23 -1.07 -0.35 -0.2214
C -2.06 -0.06 0.58 -0.4240
N 3.39 0.16 0.57 -0.4770
N 1.33 -0.21 -0.69 -0.6085
N -0.67 1.43 -0.70 -0.6603
N -1.20 0.23 -0.53 -0.1964
H 0.07 -1.81 -1.25 0.2360
H 0.43 -1.43 0.73 0.2262
H -2.57 -1.00 0.46 0.2350
H -1.44 -0.04 1.61 0.2118
H -2.70 0.74 0.72 0.2350
H 3.73 0.58 1.34 0.4470
H 1.05 0.67 -1.12 0.4537
H -0.40 1.94 0.14 0.3355
H -1.57 -0.14 -1.50 0.4299
```

Relative energy (zero: lowest compared OMol25 entry of this formula, charge and spin) in kJ/mol: 619.9
LUMO energy (alpha / beta) in eV: -3.643 / -3.643
Multiplicity: 1
Total charge: +1
HOMO-LUMO gap (alpha / beta) in eV: 8.92 / 8.92


4.
DFT (ωB97M-V with the def2-TZVPD basis set) results for a gas-phase ion, C3H9N4 (charge +1).

```
16
Properties=species:S:1:pos:R:3:nbo_charge:R:1
C -1.98 0.10 -0.02 -0.0650
C -1.46 -1.13 -0.46 -0.1177
C -0.05 1.55 0.10 -0.1606
N -1.46 1.32 -0.01 -0.2812
N 0.84 0.44 0.24 -0.0659
N 1.88 0.16 -0.52 -0.6599
N 0.28 -0.63 0.98 -0.4839
H -3.08 -0.11 0.19 0.2279
H -2.04 -2.08 -0.35 0.2392
H -0.61 -1.29 -1.06 0.1960
H 0.25 2.26 -0.72 0.2861
H -0.18 2.25 1.06 0.2903
H 2.73 0.62 -0.33 0.3922
H 1.86 -0.12 -1.49 0.3821
H 0.02 -0.44 1.90 0.4032
H 0.70 -1.51 0.97 0.4173
```

Relative energy (zero: lowest compared OMol25 entry of this formula, charge and spin) in kJ/mol: 662.3
LUMO energy (alpha / beta) in eV: -6.068 / -6.404
Multiplicity: 1
Total charge: +1
HOMO-LUMO gap (alpha / beta) in eV: 7.60 / 7.06


5.
DFT (ωB97M-V with the def2-TZVPD basis set) results for a gas-phase ion, C3H9N4 (charge +1).

```
16
Properties=species:S:1:pos:R:3:nbo_charge:R:1
C -0.47 1.03 0.44 -0.2611
C 0.12 1.66 -0.56 -0.3560
C -0.67 -0.47 0.51 0.0500
N 2.27 0.09 0.39 -0.2696
N 0.44 -1.16 -0.21 -0.3669
N -1.85 -0.95 -0.13 -0.8264
N 1.69 -0.79 -0.23 0.0549
H -0.89 1.57 1.28 0.2423
H 0.18 2.74 -0.56 0.2389
H -0.63 -0.81 1.55 0.2281
H 0.49 1.17 -1.44 0.1963
H 0.11 -1.89 -0.84 0.4486
H -2.59 -1.21 0.49 0.4062
H 1.71 0.64 1.05 0.3828
H 2.30 -1.31 -0.89 0.4379
H -2.20 -0.33 -0.85 0.3939
```

Relative energy (zero: lowest compared OMol25 entry of this formula, charge and spin) in kJ/mol: 392.6
LUMO energy in eV: -4.753
Multiplicity: 1
Total charge: +1
SMILES string: [H]/N=[NH+]\N[C@H](N)C=C
HOMO-LUMO gap in eV: 9.52


6.
DFT (ωB97M-V with the def2-TZVPD basis set) results for a molecular structure, C3H9N4.

```
16
Properties=species:S:1:pos:R:3:nbo_charge:R:1
C 0.83 -0.16 -1.32 -0.2347
C 1.69 0.42 -0.22 -0.2751
C -2.04 0.48 0.98 -0.2840
N -0.23 -0.87 -0.56 -0.4628
N 0.35 -0.48 1.68 -0.2549
N 0.73 0.63 0.85 -0.0693
N -0.37 -0.21 0.59 0.1747
H 0.36 0.60 -2.00 0.2096
H 1.43 -0.71 -1.94 0.2406
H 2.44 -0.22 0.12 0.2202
H 2.15 1.29 -0.53 0.2498
H -2.31 -0.35 1.51 0.2160
H -2.05 1.49 1.53 0.2636
H -2.42 0.70 0.00 0.2147
H -1.07 -1.12 -1.08 0.4224
H 0.90 -1.31 1.58 0.3694
```

Relative energy (zero: lowest compared OMol25 entry of this formula, charge and spin) in kJ/mol: 718.7
LUMO energy in eV: -3.700
Multiplicity: 1
Total charge: +1
HOMO-LUMO gap in eV: 10.73